The following is a quantum chemistry calculation of 2 unconnected molecules or ions with the total composition CH3ClIOP in a non-equilibrium geometry, from the OMol25 dataset.

```
8
CH3ClIOP | the OMol25 dataset | ωB97M-V/def2-TZVPD
C 0.172 -0.167 1.014
O 0.786 0.422 -0.113
P 0.013 1.331 -1.198
Cl 1.561 1.637 -2.371
I -2.629 -2.245 -1.259
H 0.310 0.481 1.881
H 0.677 -1.117 1.190
H -0.891 -0.342 0.855
```

## Properties
- relative energy (zero: lowest compared OMol25 entry of this formula, charge and spin) (kcal per mole) = 30.5
- HOMO energy (spin up / spin down) (Ha) = -0.3695 / -0.2786
- frontier orbital gap (spin up / spin down) (eV) = 9.2872 / 4.3207
- largest force on an atom (eV Å⁻¹) = 1.5
- total charge = 0